(1)
Density functional theory data (wB97M-V/def2-TZVPD) for a cluster of 6 separate species, C30H57BN6O2 in total in a non-equilibrium geometry.

Summary:
Energy relative to the best compared isomer or geometry (same formula, charge and spin) in kJ/mol: 0.0
SMILES: CCCCNB(CC=O)CCOCC.CCCC#N.CCCC#N.CCCC#N.CCCC#N.CCCC#N
E_LUMO in eV: 0.551
Orbital gap in eV: 9.4

Last column: Mulliken charge in e.
CARTESIAN COORDINATES (ANGSTROEM)
C -1.368 1.083 -3.224  -1.207
C -0.309 0.587 -4.243  0.463
C 0.099 -0.876 -3.994  -0.223
C 1.613 -1.195 -4.077  -0.497
N 2.421 -0.149 -4.748  -0.347
B 3.353 0.514 -3.816  -0.061
C 4.353 -0.330 -2.888  -0.614
C 3.911 -0.233 -1.440  0.402
O 4.141 -1.075 -0.590  -0.603
C 3.365 2.083 -3.680  -0.095
C 4.438 2.735 -4.575  -0.767
O 4.832 3.995 -4.080  -0.391
C 5.759 3.872 -3.020  0.288
C 5.825 5.200 -2.261  -1.038
H -0.967 1.829 -2.543  0.301
H -2.216 1.540 -3.726  0.451
H -1.758 0.270 -2.618  0.225
H 0.543 1.250 -4.189  -0.473
H -0.763 0.639 -5.226  0.364
H -0.232 -1.172 -3.001  -0.248
H -0.436 -1.514 -4.693  0.377
H 1.963 -1.406 -3.063  0.065
H 1.738 -2.128 -4.624  0.438
H 2.995 -0.618 -5.444  0.311
H 4.277 -1.385 -3.148  0.274
H 5.380 0.016 -2.990  0.521
H 3.308 0.657 -1.164  0.117
H 2.399 2.484 -3.981  0.161
H 3.538 2.366 -2.642  0.165
H 5.309 2.086 -4.710  0.356
H 3.999 2.900 -5.556  0.355
H 5.482 3.066 -2.340  -0.041
H 6.752 3.629 -3.408  0.264
H 5.419 5.082 -1.260  0.033
H 5.267 5.960 -2.796  0.395
H 6.857 5.525 -2.158  0.295
C -0.188 -0.755 0.194  -0.650
C -0.734 -0.274 1.532  -0.664
C -2.265 -0.245 1.580  0.556
C -2.813 0.666 0.571  0.183
N -3.229 1.368 -0.238  -0.553
H -0.479 -0.087 -0.619  0.072
H 0.902 -0.795 0.216  0.340
H -0.558 -1.756 -0.040  0.078
H -0.347 0.726 1.744  0.222
H -0.387 -0.931 2.329  0.496
H -2.604 0.084 2.562  0.039
H -2.674 -1.241 1.410  -0.209
C -5.311 -3.504 2.429  -0.837
C -5.036 -4.126 3.792  -0.541
C -4.352 -3.163 4.767  -0.308
C -3.052 -2.732 4.253  0.343
N -2.025 -2.432 3.836  -0.454
H -4.386 -3.223 1.923  0.021
H -5.818 -4.222 1.789  0.366
H -5.941 -2.620 2.520  0.327
H -4.416 -5.016 3.667  0.326
H -5.977 -4.452 4.239  0.328
H -4.190 -3.639 5.735  0.351
H -4.973 -2.280 4.924  0.066
C -0.869 -4.350 -1.539  -0.811
C -0.317 -5.311 -0.493  -0.440
C -1.248 -6.500 -0.226  -0.606
C -2.546 -6.056 0.284  0.319
N -3.550 -5.678 0.694  -0.412
H -1.808 -3.901 -1.212  0.342
H -0.164 -3.540 -1.725  -0.075
H -1.050 -4.861 -2.487  0.447
H -0.137 -4.775 0.441  0.282
H 0.646 -5.699 -0.828  0.363
H -0.810 -7.176 0.508  0.307
H -1.416 -7.066 -1.143  0.298
C 2.980 2.608 1.599  -0.510
C 4.028 3.017 2.629  -0.599
C 5.185 3.816 2.016  -0.489
C 5.883 3.033 0.996  0.286
N 6.433 2.412 0.203  -0.466
H 3.407 1.950 0.841  -0.007
H 2.163 2.070 2.078  0.141
H 2.560 3.482 1.096  0.362
H 4.425 2.126 3.118  0.320
H 3.562 3.627 3.404  0.358
H 5.906 4.101 2.781  0.338
H 4.814 4.730 1.549  0.296
C -6.221 3.324 3.864  -1.163
C -5.612 2.550 5.028  -0.617
C -4.964 1.232 4.588  -0.073
C -5.945 0.337 3.968  0.296
N -6.711 -0.357 3.469  -0.513
H -7.023 2.759 3.388  0.358
H -6.642 4.267 4.211  0.342
H -5.469 3.549 3.105  0.298
H -6.381 2.343 5.774  0.317
H -4.850 3.160 5.515  0.338
H -4.522 0.715 5.441  0.368
H -4.171 1.422 3.865  0.087


(2)
Density functional theory data (wB97M-V/def2-TZVPD) for a structure of composition C30H57BO2P2V in a non-equilibrium geometry.

Summary:
Net charge: +1
<S²>: 2.057
Energy relative to the best compared isomer or geometry (same formula, charge and spin) in kJ/mol: 0.0
E_LUMO (spin up / spin down) in eV: -3.171 / -2.632
Orbital gap (spin up / spin down) in eV: 7.8 / 8.1
2S+1: 3

Last column: Löwdin spin population.
CARTESIAN COORDINATES (ANGSTROEM)
V -0.750 0.221 0.099  1.981
C -2.183 1.767 0.005  0.012
C -2.449 0.839 -1.053  0.000
C -2.568 -0.327 0.950  0.016
C -2.271 1.050 1.246  0.012
C -2.695 -0.446 -0.474  0.018
C -2.057 3.235 -0.165  0.005
H -1.646 3.477 -1.151  0.000
H -1.412 3.667 0.605  0.000
H -3.049 3.711 -0.091  0.000
C -2.108 1.623 2.602  0.007
H -1.891 2.699 2.562  0.000
H -1.274 1.128 3.122  0.000
H -3.015 1.458 3.211  0.001
C -2.835 -1.413 1.925  0.009
H -3.909 -1.499 2.161  0.002
H -2.277 -1.253 2.852  0.000
H -2.506 -2.374 1.518  0.001
C -3.250 -1.610 -1.212  0.007
H -4.348 -1.530 -1.275  0.001
H -3.011 -2.552 -0.713  0.000
H -2.856 -1.640 -2.235  0.000
C -2.744 1.223 -2.450  -0.001
H -3.732 1.701 -2.535  -0.002
H -2.723 0.358 -3.118  0.000
H -2.008 1.932 -2.842  0.000
C 1.195 0.722 -3.512  0.000
C 0.168 1.568 -3.683  0.000
C -0.518 1.802 -4.994  0.000
C -1.421 0.658 -5.579  0.000
C -1.489 -0.642 -4.827  0.000
C -0.435 -1.453 -4.658  0.000
C 0.907 -1.178 -5.280  0.000
C 1.792 -0.070 -4.636  0.000
H 0.228 2.068 -5.762  0.000
H -1.101 0.479 -6.620  0.000
H -1.165 2.688 -4.874  0.000
H 2.123 0.612 -5.439  0.000
H 1.723 0.641 -2.552  0.000
H -0.147 2.226 -2.864  0.000
H 2.701 -0.554 -4.244  0.000
H 1.481 -2.120 -5.243  0.000
H -0.539 -2.427 -4.166  0.000
H 0.778 -0.930 -6.348  0.000
H -2.450 1.051 -5.648  0.000
H -2.499 -0.966 -4.533  0.000
P 1.181 2.073 0.247  -0.003
C 1.108 3.062 1.797  0.002
H 2.061 3.594 1.924  0.000
H 0.961 2.392 2.650  0.000
H 0.291 3.792 1.768  0.000
C 2.907 1.476 0.321  0.004
H 3.555 2.293 0.669  0.000
H 3.232 1.148 -0.672  0.000
H 2.964 0.647 1.030  0.000
C 1.398 3.402 -0.991  -0.006
H 1.729 2.969 -1.943  0.000
H 2.151 4.123 -0.635  -0.001
H 0.459 3.936 -1.162  0.000
P 0.517 -2.088 -0.234  -0.004
C -0.487 -3.273 -1.201  0.000
H 0.142 -4.119 -1.522  -0.001
H -0.878 -2.772 -2.095  0.000
H -1.321 -3.655 -0.600  0.000
C 1.948 -2.059 -1.372  -0.001
H 1.589 -1.980 -2.406  0.000
H 2.514 -2.997 -1.262  -0.001
H 2.601 -1.210 -1.150  0.000
C 1.111 -3.232 1.086  0.000
H 1.291 -4.221 0.634  0.000
H 0.354 -3.327 1.876  0.000
H 2.048 -2.868 1.526  0.000
C 2.318 0.770 4.838  0.000
C 1.916 -0.380 3.932  -0.003
C 3.125 -1.295 3.850  0.000
O 1.637 0.125 2.613  -0.008
B 0.396 -0.344 2.106  -0.041
O -0.169 -1.182 3.109  -0.007
C 0.573 -1.109 4.337  -0.003
C 0.737 -2.519 4.864  0.000
C -0.257 -0.336 5.349  0.000
H 3.229 1.244 4.453  0.000
H 2.547 0.376 5.838  0.000
H 1.547 1.543 4.932  0.000
H 3.985 -0.725 3.480  0.000
H 3.379 -1.657 4.856  0.000
H 2.969 -2.155 3.190  0.000
H 1.280 -2.491 5.818  0.000
H -0.254 -2.953 5.047  0.000
H 1.269 -3.168 4.161  0.000
H -0.428 0.708 5.060  0.000
H -1.234 -0.823 5.471  0.000
H 0.247 -0.355 6.325  0.000


(3)
Density functional theory data (wB97M-V/def2-TZVPD) for a cluster of 12 separate species, C30H57Cl9O15 in total in a non-equilibrium geometry.

Summary:
SMILES: COC(=O)OC.COC(=O)OC.COC(=O)OC.ClC(Cl)Cl.ClC(Cl)Cl.ClC(Cl)Cl.CC(C)=O.CC(C)=O.CC(C)=O.CC(C)=O.CC(C)=O.CC(C)=O
E_LUMO in eV: 0.308
Orbital gap in eV: 9.6

Last column: Mulliken charge in e.
CARTESIAN COORDINATES (ANGSTROEM)
C 6.493 3.426 2.191  -0.724
O 5.718 2.414 1.607  -0.206
C 4.819 1.726 2.306  0.717
O 4.530 2.020 3.446  -0.620
O 4.333 0.770 1.577  -0.240
C 3.284 -0.058 2.094  -0.293
H 7.330 3.691 1.545  0.215
H 6.861 3.088 3.158  0.330
H 5.981 4.384 2.308  0.285
H 2.391 0.566 2.196  -0.253
H 3.520 -0.396 3.099  0.416
H 3.026 -0.829 1.377  0.326
C 3.521 -0.495 -1.917  -0.149
O 2.276 -1.107 -1.648  -0.183
C 1.303 -0.375 -1.132  0.684
O 1.279 0.831 -1.108  -0.474
O 0.346 -1.174 -0.694  0.111
C -0.715 -0.518 -0.018  -0.186
H 3.492 0.368 -2.582  0.025
H 4.229 -1.230 -2.288  0.283
H 3.878 -0.133 -0.949  -0.027
H -1.562 -1.186 0.080  -0.140
H -1.011 0.393 -0.542  -0.048
H -0.373 -0.155 0.955  0.121
C -0.992 3.533 -1.219  -0.041
O -1.335 4.878 -0.955  -0.417
C -1.984 5.119 0.172  0.850
O -2.419 4.305 0.931  -0.543
O -2.128 6.421 0.271  -0.368
C -2.989 6.869 1.283  -0.676
H -1.854 2.872 -1.129  0.280
H -0.247 3.158 -0.511  0.017
H -0.525 3.391 -2.190  0.058
H -4.039 6.615 1.109  0.301
H -2.933 7.946 1.411  0.256
H -2.818 6.427 2.269  0.284
Cl 8.267 1.060 -3.396  -0.145
C 7.444 1.121 -1.815  -0.036
Cl 7.315 -0.484 -1.117  -0.115
Cl 5.867 1.870 -2.064  -0.040
H 8.085 1.759 -1.221  0.301
Cl 2.193 -4.171 -6.107  -0.144
C 2.519 -2.851 -4.973  -0.040
Cl 1.056 -2.345 -4.179  0.052
Cl 3.310 -1.428 -5.787  -0.166
H 3.288 -3.131 -4.266  0.269
Cl -3.003 1.735 -4.672  -0.126
C -2.784 0.002 -4.596  -0.155
Cl -2.697 -0.461 -2.870  0.006
Cl -1.394 -0.526 -5.531  -0.083
H -3.641 -0.469 -5.061  0.355
C -1.270 -3.345 1.829  0.179
C -1.343 -4.802 2.263  0.537
C -2.670 -5.413 2.582  -1.062
O -0.314 -5.406 2.468  -0.595
H -2.066 -3.080 1.133  -0.220
H -0.340 -3.109 1.313  0.236
H -1.308 -2.729 2.728  -0.003
H -2.571 -6.380 3.075  0.374
H -3.157 -5.672 1.633  0.195
H -3.348 -4.804 3.179  0.267
C -2.707 -4.479 -1.518  -0.531
C -1.438 -5.165 -1.949  0.873
C -1.563 -6.661 -2.111  -1.296
O -0.383 -4.597 -2.055  -0.512
H -2.479 -3.439 -1.291  -0.149
H -3.062 -4.991 -0.624  0.055
H -3.470 -4.453 -2.292  0.545
H -2.277 -6.798 -2.931  0.375
H -2.066 -7.068 -1.232  0.315
H -0.640 -7.188 -2.325  0.314
C -6.413 -1.122 1.407  -1.191
C -5.410 -1.288 0.301  0.819
C -5.973 -1.470 -1.087  -1.137
O -4.228 -1.240 0.524  -0.235
H -7.295 -1.756 1.359  0.422
H -6.676 -0.063 1.476  0.296
H -5.913 -1.348 2.353  0.244
H -5.937 -0.575 -1.711  0.252
H -7.020 -1.786 -1.132  0.393
H -5.533 -2.281 -1.666  0.185
C -1.627 -1.080 5.670  -1.061
C -2.716 -1.211 4.626  0.752
C -2.811 -0.135 3.589  0.613
O -3.474 -2.158 4.612  -0.589
H -1.488 -2.045 6.149  0.350
H -1.892 -0.334 6.418  0.390
H -0.740 -0.790 5.101  0.091
H -2.957 0.855 4.027  0.469
H -3.662 -0.310 2.931  -0.408
H -1.909 -0.169 2.973  -0.557
C 4.197 2.536 -4.973  -0.768
C 2.728 2.917 -4.972  0.462
C 1.935 2.649 -3.732  -0.387
O 2.261 3.455 -5.950  -0.604
H 4.289 1.452 -4.893  0.194
H 4.707 3.076 -4.181  0.174
H 4.544 2.877 -5.947  0.326
H 2.518 2.682 -2.812  0.223
H 1.487 1.653 -3.748  0.175
H 1.154 3.410 -3.704  0.275
C 1.499 2.411 4.359  -1.559
C 0.563 1.784 3.369  1.000
C -0.364 2.678 2.584  -0.797
O 0.662 0.598 3.120  -0.540
H 2.143 3.154 3.875  0.344
H 2.176 1.703 4.826  0.324
H 0.923 3.024 5.059  0.475
H -1.301 2.845 3.115  0.372
H -0.637 2.155 1.667  -0.095
H 0.149 3.593 2.291  0.505


(4)
Density functional theory data (wB97M-V/def2-TZVPD) for a structure of composition C30H57F9N2O8 in a non-equilibrium geometry.

Summary:
Energy relative to the best compared isomer or geometry (same formula, charge and spin) in kJ/mol: 1829.1
E_LUMO in eV: 0.253
Orbital gap in eV: 8.7

Last column: Mulliken charge in e.
CARTESIAN COORDINATES (ANGSTROEM)
C -4.868 4.182 0.625  -1.714
C -4.125 3.006 -0.093  -0.856
N -3.288 2.109 0.662  1.920
C -2.243 2.831 1.354  -2.258
C -1.221 3.327 0.371  -2.064
C -4.077 1.257 1.599  -1.236
C -3.294 -0.046 2.005  -0.311
H -5.501 3.806 1.428  0.300
H -5.533 4.558 -0.153  0.516
H -4.206 4.986 0.948  0.324
H -4.875 2.381 -0.578  -0.042
H -3.547 3.503 -0.872  0.554
H -2.657 3.632 1.968  0.973
H -1.812 2.083 2.019  0.230
H -0.929 2.661 -0.441  0.864
H -1.445 4.250 -0.163  0.714
H -0.345 3.645 0.936  0.533
H -4.956 0.977 1.019  0.593
H -4.338 1.822 2.494  0.465
H -3.919 -0.780 2.513  0.276
H -2.467 0.081 2.703  0.502
H -2.900 -0.560 1.128  -0.189
C 2.830 0.165 1.473  -1.082
C 3.185 -1.286 1.012  -0.199
N 2.344 -1.832 -0.055  2.403
C 2.287 -1.072 -1.290  0.530
C 3.623 -0.610 -1.828  -1.952
C 2.576 -3.253 -0.245  -0.577
C 1.416 -3.921 -1.184  -1.645
H 1.873 0.279 1.981  0.339
H 2.981 0.865 0.651  0.058
H 3.602 0.565 2.130  0.613
H 4.251 -1.405 0.816  0.737
H 3.025 -1.895 1.901  -0.636
H 1.632 -1.585 -1.994  -0.867
H 1.711 -0.163 -1.116  -0.793
H 4.147 0.033 -1.120  0.283
H 4.283 -1.470 -1.940  0.360
H 3.530 -0.081 -2.776  0.729
H 2.506 -3.706 0.744  0.113
H 3.606 -3.496 -0.506  0.516
H 1.686 -3.850 -2.237  0.274
H 0.471 -3.385 -1.092  -0.913
H 1.323 -4.992 -1.007  0.593
C -1.777 -2.562 -1.216  -0.222
C -1.560 -2.296 -2.690  -0.781
O -0.273 -1.660 -2.889  0.182
C 0.496 -2.116 -3.910  0.151
O 0.248 -3.086 -4.598  -0.589
C 1.842 -1.381 -4.125  1.172
F 1.928 -0.175 -3.503  -0.089
F 2.906 -2.041 -3.686  -0.293
F 2.030 -1.237 -5.404  -0.335
H -2.632 -3.236 -1.163  0.698
H -1.794 -1.571 -0.763  0.187
H -0.903 -3.087 -0.830  0.185
H -2.344 -1.749 -3.214  0.460
H -1.573 -3.298 -3.118  0.507
C 0.543 -1.649 3.058  -1.102
C 1.214 -3.059 3.083  -0.733
O 2.598 -2.853 3.445  -0.343
C 3.461 -3.900 3.515  0.381
O 3.048 -5.089 3.554  -0.581
C 4.944 -3.593 3.546  0.996
F 5.372 -2.297 3.724  -0.238
F 5.548 -4.306 4.518  -0.255
F 5.441 -4.041 2.325  -0.252
H 0.951 -1.092 2.215  -0.499
H 0.610 -1.127 4.012  0.568
H -0.544 -1.682 2.979  0.400
H 1.161 -3.620 2.150  0.307
H 0.824 -3.768 3.814  0.598
C 1.453 3.726 1.587  -0.533
C 1.327 4.385 0.253  -0.691
O 1.624 3.480 -0.801  -0.065
C 1.598 3.922 -2.081  0.113
O 1.529 5.113 -2.473  -0.604
C 1.756 2.708 -3.062  1.116
F 0.892 1.727 -2.742  -0.196
F 1.602 3.086 -4.353  -0.267
F 3.008 2.226 -2.877  -0.242
H 0.710 2.930 1.630  -0.112
H 1.452 4.418 2.429  0.438
H 2.398 3.200 1.726  0.318
H 1.993 5.248 0.241  0.597
H 0.342 4.811 0.063  0.531
C -4.022 1.271 -2.118  -1.059
C -3.539 -0.146 -2.023  0.273
O -3.256 -0.757 -3.020  -0.583
C -3.423 -0.822 -0.661  -1.118
H -4.284 1.390 -3.170  0.458
H -3.278 1.967 -1.730  0.207
H -4.913 1.384 -1.500  0.276
H -2.493 -0.509 -0.185  -0.709
H -3.436 -1.912 -0.662  0.721
H -4.218 -0.440 -0.021  1.275
C -0.552 -0.493 1.820  -1.884
C -0.340 0.670 0.920  1.592
O -0.262 1.795 1.343  -0.841
C -0.075 0.441 -0.556  -1.324
H -1.566 -0.869 1.687  0.876
H -0.542 -0.087 2.832  0.461
H 0.249 -1.216 1.669  0.135
H 0.229 -0.560 -0.863  1.236
H 0.817 1.035 -0.756  0.655
H -0.885 0.838 -1.167  -0.513